Record 1
Here is 2 unconnected molecules or ions with the total composition C11H22FINO3 from the Open Molecules 2025 dataset. Energies are from the ωB97M-V functional and the def2-TZVPD basis.

## Properties
- calculated total energy (Eh) = -1110.1468
- frontier orbital gap (eV) = 10.084
- charge = +1
- HOMO level (eV) = -12.77
- F_max (hartree/bohr) = 0.006

Structure (XYZ):
```
39
Properties=species:S:1:pos:R:3:forces:R:3:nbo_charge:R:1
H -0.2510 1.6332 -3.8313 0.0 0.0 0.0 0.249
O -3.4457 3.1385 2.5781 0.0 0.0 -0.1 -0.490
O -5.5215 3.1683 1.9835 0.0 0.0 -0.1 -0.484
H 2.8789 -2.9254 -1.5000 0.0 0.0 0.0 0.185
C 3.1973 -0.6944 -0.0592 0.1 0.0 -0.1 -0.215
H 1.1587 -0.8728 -0.3107 0.1 0.0 0.1 0.450
N 1.9977 -1.1624 -0.8344 -0.2 0.1 0.0 -0.405
C 0.6386 1.0181 -3.7122 -0.1 0.0 0.0 -0.638
H 4.1384 -0.9860 1.7933 -0.1 0.0 0.1 0.254
H 1.9084 -1.3148 -2.9309 0.1 0.1 0.0 0.246
C -6.6257 2.5974 1.2646 0.0 0.0 0.0 -0.256
O -4.1923 1.5229 1.1905 0.0 0.1 -0.1 -0.656
C -4.3751 2.5219 1.8405 0.0 -0.2 0.3 0.979
H 0.6497 0.2932 -4.5304 0.1 0.0 0.0 0.233
H -1.5090 3.1257 3.1333 0.0 0.0 0.0 0.199
C 3.1471 -1.1733 1.3786 -0.1 0.1 0.0 -0.436
I 0.2907 1.6378 -0.7488 0.0 0.1 0.0 0.109
H -0.2367 -0.4004 -2.3396 0.0 0.1 0.0 0.239
F 0.8857 -2.9846 -1.6304 -0.1 -0.1 -0.1 -0.331
H 2.4594 -0.5323 1.9359 -0.1 0.0 -0.1 0.227
H 2.2088 -2.7404 2.4903 0.1 -0.1 0.0 0.244
C 0.6123 0.2815 -2.3848 0.1 -0.2 -0.1 -0.312
C 1.8973 -0.5097 -2.1948 0.0 -0.1 0.0 -0.247
C 2.7813 -2.6551 1.5682 0.1 -0.1 0.0 -0.414
H 0.8752 -3.3157 0.7280 0.0 0.1 0.0 0.241
H 4.0664 -1.0635 -0.6082 0.0 0.0 0.0 0.220
H 3.1867 0.3925 -0.1163 0.0 0.0 0.0 0.247
H 2.7807 0.1127 -2.3293 -0.1 0.0 0.0 0.232
H -7.4726 3.2365 1.4887 0.0 0.0 0.0 0.204
H 3.6825 -3.2460 1.7254 0.1 0.1 -0.1 0.230
H 2.2258 -4.3417 0.3120 -0.1 0.0 0.1 0.257
H -1.8333 2.3748 1.5324 0.1 0.0 0.0 0.178
H 1.5149 1.6618 -3.7971 0.0 0.0 0.0 0.224
H -6.8097 1.5797 1.6024 0.0 0.0 0.0 0.195
C 1.9330 -3.3014 0.4533 -0.2 0.1 0.0 -0.468
C 1.9980 -2.6581 -0.9117 0.2 0.1 0.0 0.380
H -6.4181 2.5917 0.1966 0.0 0.0 0.0 0.193
C -2.1760 2.4891 2.5606 0.0 0.0 0.0 -0.253
H -2.2470 1.5007 3.0137 0.0 0.0 0.0 0.190
```
Forces are in eV/Å.



Record 2
Here is 2 unconnected molecules or ions with the total composition C11H22N3 in a non-equilibrium geometry from the Open Molecules 2025 dataset. Energies are from the ωB97M-V functional and the def2-TZVPD basis.

## Properties
- calculated total energy (Eh) = -596.2086
- frontier orbital gap (eV) = 9.835
- charge = +1
- HOMO level (eV) = -13.60
- F_max (hartree/bohr) = 0.116
- ΔE to the lowest compared entry with this formula, charge and spin (kJ/mol) = 257.1

Structure (XYZ):
```
36
Properties=species:S:1:pos:R:3:forces:R:3:nbo_charge:R:1
H 1.7461 -2.6489 1.2385 0.1 0.5 -0.2 0.196
C 1.2524 -1.9977 1.9816 1.8 0.9 -1.8 -0.403
H -2.5070 2.6175 -0.9247 1.1 -0.2 -0.4 0.277
H -2.1422 -0.7594 1.4078 -0.5 1.0 -0.5 0.239
H 3.2067 -1.2520 2.5421 -1.2 -0.2 0.5 0.203
H -4.3604 -0.1030 1.0296 -0.4 -0.6 -0.9 0.251
C -3.7495 -0.2335 0.1021 -5.1 -0.4 -1.8 -0.654
H -0.9683 2.9874 -1.8568 -0.9 -0.6 0.2 0.276
N 1.1531 1.2857 -1.4552 -3.6 -0.3 0.7 -0.231
C -0.8498 1.3268 -0.5013 -0.3 -1.0 -3.8 0.308
H -4.1682 0.5933 -0.5818 0.9 -1.1 0.8 0.222
H 1.9189 -0.8870 3.7754 0.7 -1.7 -0.4 0.217
H -0.7829 -1.9275 0.5224 0.5 1.0 -1.7 0.215
H 0.6795 0.1771 -3.1003 0.5 0.1 -0.9 0.245
N 2.8190 0.7919 -2.6547 1.0 -0.9 -2.6 -0.517
H 0.4577 -1.4234 -0.7719 -0.7 0.2 0.6 0.212
C -2.4684 -0.0186 0.6313 5.6 2.0 0.6 -0.323
H 1.5306 -0.0600 0.9368 -1.1 -0.5 1.2 0.208
H -3.9899 -1.2437 -0.4382 0.7 1.7 1.3 0.238
H -0.0012 -0.3077 1.8986 -2.0 2.3 3.1 0.183
C -1.1927 -0.0610 -0.4531 -2.7 -1.3 -0.7 -0.359
C 3.2565 1.4313 -1.5358 0.2 -0.4 2.2 0.161
H -1.6916 -0.4589 -1.4148 0.9 0.9 1.2 0.235
C 2.2944 -1.7034 3.0638 0.3 2.0 -1.0 -0.607
H -2.3228 1.0576 0.9932 -0.9 -1.5 0.6 0.206
C -0.2201 -1.0347 0.0343 2.3 -3.9 2.2 -0.399
H 3.4219 0.3878 -3.4380 -1.2 1.0 1.6 0.462
C 1.4323 0.7620 -2.6014 1.9 -0.4 0.9 0.157
H -0.2713 1.6843 0.2717 0.8 1.3 1.8 0.214
H 4.2816 1.6248 -1.0470 -1.6 -0.5 -1.8 0.269
C -1.6226 2.1646 -1.4767 -1.2 0.2 -0.4 -0.725
C 0.6938 -0.7372 1.3257 2.7 -0.5 -4.9 -0.386
N 2.1954 1.6413 -0.7649 1.9 1.4 0.1 -0.270
H 0.4287 -2.5929 2.1733 -1.7 -1.2 1.6 0.200
H -2.1713 1.5496 -2.3215 1.6 1.1 1.6 0.249
H 2.7117 -2.6327 3.4097 -0.3 -0.2 1.1 0.230
```
Forces are in eV/Å.



Record 3
Here is 2 unconnected molecules or ions with the total composition C11H22N3O in a non-equilibrium geometry from the Open Molecules 2025 dataset. Energies are from the ωB97M-V functional and the def2-TZVPD basis.

## Properties
- calculated total energy (Eh) = -671.4934
- frontier orbital gap (eV) = 7.329
- charge = +1
- HOMO level (eV) = -12.47
- F_max (hartree/bohr) = 0.075
- ΔE to the lowest compared entry with this formula, charge and spin (kJ/mol) = 175.8

Structure (XYZ):
```
37
Properties=species:S:1:pos:R:3:forces:R:3:nbo_charge:R:1
C 0.5341 1.1584 -0.1790 -0.2 -3.3 0.9 0.491
C -1.6946 0.5270 -0.1611 -2.1 0.2 -1.5 -0.362
O 1.7836 -1.5183 -1.9416 -1.3 -0.8 0.6 -0.562
H -5.0180 0.7424 0.1749 -0.5 -0.2 -0.6 0.192
H 2.7321 -1.5176 1.9465 -0.2 -0.5 1.1 0.216
H -2.3093 1.4360 0.0296 1.0 -0.1 -0.1 0.243
H -2.3642 -1.5662 0.4925 0.2 0.8 -0.2 0.209
C -3.7847 -0.6986 -0.8233 -2.3 -0.7 1.4 -0.408
H 3.8995 1.0779 -0.5255 0.5 -1.0 0.0 0.198
H -0.3293 3.0788 -0.2318 1.4 -0.4 0.0 0.269
C -0.1229 -0.9529 0.8331 -1.1 0.0 1.0 0.346
C 0.6739 2.5479 -0.1779 0.0 3.0 -2.0 -0.699
H 4.9721 -0.3776 -1.1389 -0.7 1.2 0.3 0.204
H -0.7510 0.9188 1.6133 0.3 0.7 1.4 0.274
H 1.1249 2.7127 0.7614 0.4 0.9 1.4 0.266
C -0.4447 0.4562 0.7220 0.6 0.8 -1.7 -0.457
N 0.4706 -1.6094 -0.0731 0.1 -2.6 0.1 -0.506
C -5.1699 -0.2781 -0.2320 -0.3 0.9 -1.9 -0.602
H 5.1241 0.2048 0.4495 1.4 0.9 1.2 0.183
C 1.1299 -0.9327 -0.9818 2.3 3.0 -0.7 0.871
H -0.5417 -1.4838 1.6908 0.3 -0.1 -0.1 0.226
H 2.4773 -0.9208 -2.2504 -0.1 0.4 -0.3 0.529
H -1.4066 0.6314 -1.2771 -0.7 -0.9 1.7 0.230
H -5.9827 -0.3419 -1.0320 1.1 0.6 1.0 0.225
H -5.5852 -0.8128 0.5873 0.2 -1.1 0.8 0.215
H 3.9282 -1.8340 -0.0592 -0.7 0.7 1.1 0.387
H 3.9906 -0.1856 2.0572 0.3 0.0 0.9 0.203
H 1.4475 2.8300 -0.9740 -1.5 0.0 1.0 0.269
H -3.8132 -1.7574 -1.0906 -0.1 0.2 -0.5 0.220
N 1.2727 0.4538 -0.9503 0.5 -1.1 -1.4 -0.565
C 3.1264 -0.6014 1.5784 -1.1 0.2 -2.6 -0.402
N 3.4992 -0.9140 0.1590 -1.1 -0.2 0.9 -0.654
H 2.2919 0.2054 1.5761 1.3 -1.1 0.0 0.159
C -2.7435 -0.5476 0.2572 1.4 -0.4 -1.4 -0.406
H -3.1586 -0.1514 1.1514 -0.6 0.1 1.0 0.211
C 4.3926 0.0968 -0.2890 0.5 -0.3 -2.6 -0.424
H -3.6512 -0.0763 -1.6915 0.5 0.1 -0.4 0.211
```
Forces are in eV/Å.



Record 4
Here is C11H22N6O4 in the gas phase in a non-equilibrium geometry from the Open Molecules 2025 dataset. Energies are from the ωB97M-V functional and the def2-TZVPD basis.

## Properties
- calculated total energy (Eh) = -1061.8366
- SMILES string = [H]/N=C(\N)NCCC[C@H](N)C(=O)N[C@@H](CCC(N)=O)C(=O)O
- frontier orbital gap (eV) = 9.590
- HOMO level (eV) = -9.10
- F_max (hartree/bohr) = 0.101
- ΔE to the lowest compared entry with this formula, charge and spin (kJ/mol) = 298.4

Structure (XYZ):
```
43
Properties=species:S:1:pos:R:3:forces:R:3:nbo_charge:R:1
C -3.2130 1.4491 -0.6088 0.1 1.1 1.6 -0.212
H 3.0419 0.3008 1.9682 0.5 0.1 -0.2 0.397
H -1.8798 1.0519 1.1625 0.0 -0.4 -0.7 0.210
H -5.7028 -0.3115 0.8040 3.3 0.4 0.0 0.393
H -4.0798 1.6622 0.0415 0.3 0.7 -0.7 0.217
H -0.5703 2.8345 -0.9782 0.5 0.6 1.2 0.213
C 1.4808 -1.4744 -0.8905 -1.3 -0.1 -1.1 -0.151
N -3.3578 0.0866 -0.9203 0.2 -2.2 -0.6 -0.624
H 3.9479 -2.1944 1.4572 0.1 -0.2 0.7 0.221
N -3.1420 -1.9218 0.1978 -1.6 -2.1 -0.4 -0.806
H 4.3567 1.2899 1.4370 0.3 1.4 0.0 0.407
C -0.6624 1.8142 -0.5912 0.6 0.1 -1.0 -0.423
H 0.3649 2.2908 1.6826 -0.6 0.2 0.8 0.342
N 1.9240 -0.2550 -1.5124 1.0 1.4 1.2 -0.636
H -2.1994 2.6468 0.6837 0.4 0.5 0.3 0.209
C 3.5850 -1.8555 0.5068 -0.4 2.2 -0.3 -0.494
H 4.0532 -2.4966 -0.2324 -0.3 0.0 -0.4 0.228
H -3.8178 -2.5745 0.6862 1.5 0.8 -0.3 0.345
C -1.9542 1.6807 0.2551 0.2 1.2 0.0 -0.438
O -0.5994 -2.2126 -0.1054 0.0 -0.3 -1.6 -0.702
H 1.1470 3.1497 0.6139 0.3 1.9 -1.1 0.362
H 1.6278 -1.2272 1.2125 -0.7 0.8 1.5 0.202
H -3.1137 2.0925 -1.5165 -0.5 -0.5 0.7 0.205
N 1.1001 2.2689 1.0140 0.7 -2.4 1.1 -0.811
O -0.6393 -0.7596 -1.7923 -0.4 0.0 -1.2 -0.634
C -0.0236 -1.4323 -1.0200 0.5 -0.8 2.5 0.798
C 0.6930 1.2610 0.0255 -2.6 1.1 2.1 -0.166
O 2.5727 1.9413 -1.1615 -1.3 -1.9 -0.2 -0.579
H 2.2110 -0.1631 -2.4658 0.6 -0.6 -0.2 0.425
H 1.8528 -2.9258 0.7494 -1.0 0.1 -0.1 0.240
C 2.0189 -1.8816 0.5032 2.5 -0.8 -2.1 -0.396
H 0.3030 0.4274 0.6603 0.8 0.0 -0.7 0.198
O 4.9381 -0.1413 -0.5930 -0.5 0.0 1.1 -0.602
C 1.8334 0.9805 -0.8934 0.9 1.7 -1.2 0.684
N -4.6044 -0.3384 1.0191 -5.0 -0.4 1.4 -0.863
C -3.7551 -0.8125 0.0479 1.2 1.0 -0.3 0.598
H -2.4691 -0.2495 -1.2759 -0.1 -0.5 -0.7 0.417
N 3.8202 0.4759 1.3449 -0.2 -2.2 -1.1 -0.841
H -4.5830 -0.9814 1.8283 0.2 0.6 -0.7 0.384
H 1.6396 -2.2937 -1.5837 0.8 -0.2 -0.2 0.243
H -0.7994 1.4788 -1.5905 -0.5 -1.7 -0.7 0.229
H -1.5167 -2.2788 -0.4911 -0.5 -0.1 1.6 0.525
C 4.1711 -0.4021 0.3212 0.2 -0.8 0.3 0.687
```
Forces are in eV/Å.



Record 5
Here is a molecular structure, C11H23AlO6PS from the Open Molecules 2025 dataset. Energies are from the ωB97M-V functional and the def2-TZVPD basis.

## Properties
- calculated total energy (Eh) = -1865.1109
- frontier orbital gap (eV) = 1.737
- charge = +3
- HOMO level (eV) = -16.38
- F_max (hartree/bohr) = 0.016

Structure (XYZ):
```
43
Properties=species:S:1:pos:R:3:forces:R:3:nbo_charge:R:1
C 0.5651 0.2294 -0.8793 0.2 -0.4 -0.2 -0.436
O 7.1448 -0.9486 0.5271 -0.1 0.0 0.0 -0.938
C 5.4016 -1.9957 2.1951 0.4 -0.6 0.1 -0.487
O 3.0841 -3.2212 0.1436 -0.1 -0.1 0.2 -0.710
H 0.8368 0.8876 -0.0518 -0.1 0.1 -0.1 0.237
Al -8.4126 0.7947 -0.6797 -0.7 -0.1 -0.1 1.011
H 1.9436 -1.3001 -1.6682 0.1 -0.1 0.1 0.247
H -1.7350 -1.9253 -1.7512 -0.1 0.0 -0.1 0.235
H -4.6618 0.7593 -1.3100 0.1 0.0 0.0 0.287
H 0.7822 -1.8964 -0.4573 0.1 -0.1 0.0 0.220
H -1.0416 1.9405 -1.6880 -0.2 0.1 -0.1 0.244
H -3.1616 3.4428 1.3156 0.0 0.1 -0.2 0.253
P 6.9782 -2.1879 1.2918 0.4 0.4 -0.4 2.347
H -4.9422 4.4747 0.0996 -0.1 0.0 -0.1 0.278
C -1.2948 -0.9933 -2.1027 0.1 0.0 0.1 -0.627
C -0.9453 -0.0485 -0.9309 -0.1 0.3 -0.1 -0.206
C -4.4882 2.3679 0.1105 0.2 0.1 -0.1 0.221
H -1.9840 -0.5237 -2.8032 -0.1 -0.1 0.0 0.225
H 5.5063 -1.2863 3.0115 -0.2 0.2 -0.1 0.268
O 4.5262 -1.4029 1.1396 -0.1 0.1 0.5 -0.602
O 6.7987 -3.4867 0.4102 -0.1 0.1 0.4 -0.977
H 7.3682 -4.2265 0.6524 0.1 -0.2 -0.2 0.535
C -1.8910 2.0495 0.2557 -0.3 0.0 -0.4 -0.500
H -1.6044 1.4099 1.1196 0.0 0.2 0.1 0.302
H 7.9711 -3.2081 2.9651 0.2 -0.1 0.1 0.528
O 2.4220 -0.8175 0.2910 -0.2 -0.1 0.1 -0.614
H -0.4147 -1.2567 -2.6916 0.0 0.0 0.0 0.224
S 3.1223 -2.0406 0.9487 0.3 0.2 -0.6 2.052
H 0.8478 0.7108 -1.8184 0.0 0.2 0.1 0.240
C 1.3978 -1.0477 -0.7592 -0.4 0.1 0.0 -0.078
H 5.0044 -2.9487 2.5501 -0.2 0.1 0.0 0.229
H -1.2431 -0.4918 0.0265 0.0 -0.2 -0.1 0.195
O 8.0974 -2.4650 2.3622 -0.4 0.0 0.0 -0.955
H -4.6320 0.2358 0.3990 0.2 0.0 -0.2 0.274
H -6.0882 3.4446 0.9452 -0.1 0.0 -0.1 0.282
C -5.4374 3.5075 0.0535 0.0 -0.2 0.5 -0.681
H -6.0798 3.4406 -0.8262 0.1 0.1 0.0 0.247
C -4.9672 1.0141 -0.2883 -0.4 0.0 0.0 -0.654
C -3.1989 2.6337 0.5836 -0.1 -0.1 0.0 0.047
H -6.0785 0.9716 -0.2883 0.7 0.3 0.1 0.134
H -2.6091 1.1940 -1.6345 -0.1 -0.1 0.1 0.207
H -1.2019 2.9047 0.3037 0.2 -0.2 0.3 0.295
C -1.6851 1.3056 -1.0721 0.4 -0.1 0.2 -0.398
```
Forces are in eV/Å.



Q: frontier orbital gap of number 1 (C11H22FINO3)?
A: 10.084 eV